## i
ORCA calculation (the ωB97M-V functional and the def2-TZVPD basis) on a structure of composition C3H2O3Sr.

The expectation value of S² is 0.75. The charge is +1. The value obtained for the gap between HOMO and LUMO (spin up / spin down) is 6.2 / 9.7 eV. As for the multiplicity: 2.

Structure (XYZ):
```
9
Properties=species:S:1:pos:R:3:lowdin_charge:R:1
H 1.87 0.77 0.95 0.255
C 1.42 -0.54 0.37 -0.018
C 1.34 0.71 -0.29 -0.081
O -0.05 0.99 -0.45 0.136
C -0.70 -0.08 -0.11 -0.555
O 0.15 -0.96 0.49 0.088
O -1.91 -0.22 -0.13 -0.120
Sr -4.06 -1.55 0.35 1.127
H 1.94 0.90 -1.19 0.167
```

---

## ii
ORCA calculation (the ωB97M-V functional and the def2-TZVPD basis) on a structure of composition C3H2O3Sr.

The expectation value of S² is 0.79. The charge is +1. The value obtained for the gap between HOMO and LUMO (spin up / spin down) is 7.0 / 6.9 eV. As for the multiplicity: 2.

Structure (XYZ):
```
9
Properties=species:S:1:pos:R:3:lowdin_charge:R:1
O 2.00 -0.59 -0.11 -0.226
C 0.75 -0.70 0.01 -0.170
C -0.03 0.50 0.18 -0.452
O 0.59 1.66 -0.01 -0.401
Sr 2.85 1.57 -0.16 1.797
H 0.27 -1.68 -0.09 0.148
C -1.38 0.44 0.00 0.055
O -2.15 -0.58 -0.22 0.104
H -2.90 -0.62 0.40 0.146
```

---

Verdict on stability: i comes out at the bottom.